Record 1
Below is a cluster of 9 separate species, C46H41N9O14 in total, with properties calculated with the ωB97M-V functional and the def2-TZVPD basis.

Cartesian coordinates (Å):
O 4.83074 -0.30741 -2.64964
N 4.81997 -1.19518 -1.81060
O 3.90108 -1.41360 -1.04991
C 6.09433 -1.87872 -1.60684
C 7.04465 -1.86156 -2.63923
C 8.15368 -2.67726 -2.58094
C 8.45277 -3.34812 -1.38925
C 7.57032 -3.28049 -0.33033
C 6.39640 -2.54025 -0.42689
H 6.88909 -1.29223 -3.54477
H 8.76023 -2.79295 -3.46766
H 9.29448 -4.02637 -1.33667
H 7.75914 -3.79243 0.60325
H 5.70193 -2.53943 0.40351
O -1.64209 -1.34490 -1.07696
N -1.60242 -1.30446 -2.29332
O -0.85205 -0.56846 -2.91208
C -2.59928 -2.10336 -3.00849
C -2.53756 -2.20523 -4.38029
C -3.46167 -2.97108 -5.08147
C -4.38747 -3.74083 -4.39731
C -4.34795 -3.71986 -2.99703
C -3.49554 -2.88640 -2.29612
H -1.80000 -1.66095 -4.95590
H -3.37765 -2.99792 -6.15932
H -5.10073 -4.39042 -4.88282
H -5.03518 -4.33377 -2.42925
H -3.53415 -2.85181 -1.21648
O 4.68384 1.54690 0.08439
N 4.97167 2.12873 -0.93890
O 4.18294 2.66310 -1.67746
C 6.38165 2.14419 -1.34448
C 6.78961 2.92228 -2.41754
C 8.09467 2.81766 -2.88300
C 8.96159 1.96755 -2.21884
C 8.60855 1.26098 -1.08086
C 7.27702 1.32876 -0.67466
H 6.08027 3.48746 -3.00702
H 8.34665 3.33207 -3.79783
H 9.96683 1.90712 -2.62611
H 9.32653 0.59957 -0.62111
H 6.92607 0.67725 0.11470
O -6.50189 -1.09098 1.45264
N -5.37451 -0.98879 1.02164
O -5.11196 -0.58122 -0.08371
C -4.31028 -1.50676 1.89485
C -4.60971 -2.52823 2.77253
C -3.58475 -3.05981 3.54368
C -2.29043 -2.60942 3.39397
C -1.99573 -1.57072 2.49705
C -3.01051 -1.05001 1.72652
H -5.64465 -2.77650 2.96174
H -3.86360 -3.76863 4.31280
H -1.48064 -3.13455 3.88397
H -0.95633 -1.32043 2.33703
H -2.73669 -0.28069 1.01379
O 0.46192 -4.21703 2.73095
N 1.21616 -3.90717 1.81789
O 2.32641 -3.44109 1.99759
C 0.75315 -4.10677 0.45226
C 1.49462 -3.58259 -0.58693
C 0.98788 -3.65229 -1.87442
C -0.26280 -4.19578 -2.10693
C -0.99719 -4.70732 -1.05914
C -0.51634 -4.67977 0.22938
H 2.44097 -3.07214 -0.46519
H 1.50805 -3.13586 -2.67115
H -0.69298 -4.17902 -3.10097
H -1.95720 -5.20851 -1.11453
H -1.02703 -5.07738 1.09430
O -6.10653 5.84372 0.66693
N -6.35181 4.86533 -0.00825
O -7.46008 4.54547 -0.38855
C -5.22787 4.02303 -0.41445
C -3.91553 4.44150 -0.25916
C -2.87555 3.62254 -0.69259
C -3.16917 2.41443 -1.30634
C -4.47696 1.97886 -1.44516
C -5.50832 2.80007 -1.02332
H -3.68723 5.37377 0.23780
H -1.85088 3.86346 -0.44768
H -2.38300 1.72935 -1.60361
H -4.66240 1.02572 -1.91479
H -6.51655 2.41113 -1.04849
O -5.71642 5.35475 6.05948
N -5.67663 4.16589 5.84613
O -6.42268 3.36484 6.37060
C -4.69017 3.63835 4.91195
C -4.03378 4.46238 3.99827
C -3.25637 3.88974 3.00621
C -3.03563 2.51900 2.99086
C -3.62488 1.70180 3.94457
C -4.43717 2.29107 4.90928
H -4.14345 5.53110 4.13664
H -2.77708 4.54781 2.29658
H -2.27577 2.07764 2.35610
H -3.38565 0.64962 3.99556
H -4.84628 1.63827 5.66987
C 1.67986 3.90747 2.26253
C 1.58178 5.03041 3.20328
N 1.49533 5.93075 3.91222
H 2.43257 4.08301 1.49560
H 0.69868 3.77584 1.81369
H 2.02590 3.02436 2.79705
C 1.35473 0.50681 -0.50341
C 0.23037 1.02833 0.25658
N -0.67482 1.43886 0.83123
H 1.34497 0.97856 -1.48231
H 1.33566 -0.57849 -0.55714
H 2.25183 0.77475 0.05616

E_HOMO (Eh): -0.345
SMILES: O=[N+]([O-])c1ccccc1.O=[N+]([O-])c1ccccc1.O=[N+]([O-])c1ccccc1.O=[N+]([O-])c1ccccc1.O=[N+]([O-])c1ccccc1.O=[N+]([O-])c1ccccc1.O=[N+]([O-])c1ccccc1.CC#N.CC#N
LUMO level (hartree): -0.0465
Charge: 0
Energy above the lowest of the compared OMol25 structures with the same formula, charge and spin (kcal/mol): 0.0
Frontier orbital gap (Ha): 0.2984
Energy (hartree): -3322.9940

Record 2
Below is a structure of composition C46H42HfN8Si, with properties calculated with the ωB97M-V functional and the def2-TZVPD basis.

Cartesian coordinates (Å):
Hf 0.03263 -0.79071 -0.15253
C -4.30946 -2.07704 -2.09326
C -3.24629 -1.44755 -1.44021
N -2.13589 -2.06261 -1.06357
C -2.06622 -3.39853 -1.25756
C -3.12967 -4.14385 -1.82509
C -4.25476 -3.43694 -2.28766
C -3.03601 -5.56279 -1.93017
C -1.91409 -6.20901 -1.53305
C -0.79318 -5.49090 -1.02583
C 0.41014 -6.13204 -0.68616
C 1.46182 -5.36572 -0.24586
C 1.29942 -3.98496 -0.13232
N 0.17359 -3.34720 -0.41177
C -0.86143 -4.08414 -0.87580
H -5.14662 -1.48898 -2.43804
H -3.30652 -0.38912 -1.21806
H -5.05911 -3.96307 -2.78155
H -3.88189 -6.10439 -2.32984
H -1.83108 -7.28103 -1.61162
H 0.49724 -7.20310 -0.79027
H 2.41086 -5.81230 -0.00420
H 2.13156 -3.37657 0.19500
C -0.68189 0.58682 -1.79840
Si -0.97639 2.34591 -1.16391
C 0.27467 2.35482 0.31472
N 0.22232 1.26286 1.32032
C 1.48539 1.36956 2.12074
C 1.28956 1.24720 3.62693
C 0.42001 2.41171 4.10437
C -0.81071 2.60571 3.20043
C -0.95723 1.45659 2.19779
C -2.75828 2.71682 -0.60549
C -3.84625 2.20979 -1.31439
C -5.14410 2.57592 -1.00535
C -5.38339 3.50435 -0.00572
C -4.31627 4.04782 0.68866
C -3.02495 3.64640 0.40134
C -0.41773 3.79031 -2.26016
C -0.51092 3.72343 -3.65001
C -0.07427 4.76316 -4.44964
C 0.46957 5.90044 -3.87685
C 0.54579 5.99915 -2.49753
C 0.10419 4.95899 -1.70255
H 0.17815 0.65590 -2.47944
H -1.50759 0.23519 -2.41613
H 0.21446 3.31237 0.83437
H 1.26420 2.32982 -0.15040
H 1.92528 2.35878 1.95748
H 2.18861 0.62400 1.73654
H 2.26813 1.30480 4.10847
H 0.84476 0.28868 3.89791
H 1.02958 3.31377 4.08336
H 0.11566 2.25938 5.13769
H -0.72800 3.55321 2.66818
H -1.72886 2.66185 3.78883
H -1.82491 1.64183 1.55827
H -1.13747 0.53792 2.76459
H -3.66591 1.55172 -2.15417
H -5.96839 2.15917 -1.56412
H -6.39119 3.82151 0.21118
H -4.49104 4.80171 1.44038
H -2.20999 4.08721 0.95585
H -0.93011 2.84096 -4.11050
H -0.15382 4.68516 -5.52292
H 0.82667 6.70469 -4.50038
H 0.95475 6.88887 -2.04335
H 0.16816 5.06413 -0.62957
N -1.97451 -2.63527 3.58371
C -3.18156 -2.31543 3.04056
C -2.91097 -1.67122 1.86592
N -1.56341 -1.59047 1.68070
C -1.01957 -2.17996 2.74425
C 0.40140 -2.26334 2.88593
N 1.18994 -1.74682 1.95353
C 2.46286 -1.99404 2.36153
C 2.44405 -2.66036 3.55578
N 1.13080 -2.82957 3.87646
H -1.84333 -3.08742 4.47549
H -4.10511 -2.55112 3.52419
H -3.59511 -1.24093 1.16349
H 3.29612 -1.67503 1.76732
H 3.23860 -3.01205 4.17923
H 0.79262 -3.25351 4.72689
N 9.87405 0.63921 -2.31721
C 8.76509 0.41499 -2.13928
C 7.39218 0.14953 -1.89686
C 6.49227 1.20955 -1.76795
C 5.16336 0.95865 -1.50062
C 4.70665 -0.35534 -1.35624
C 5.60511 -1.41476 -1.51055
C 6.93547 -1.16455 -1.77902
C 3.33753 -0.58087 -1.04092
C 2.16921 -0.74480 -0.73664
H 6.84674 2.22259 -1.88013
H 4.46509 1.77807 -1.40844
H 5.25594 -2.43468 -1.42834
H 7.63321 -1.97890 -1.90081

E_HOMO (Eh): -0.474
LUMO level (hartree): -0.2159
Charge: +2
Energy above the lowest of the compared OMol25 structures with the same formula, charge and spin (kcal/mol): 16.3
Frontier orbital gap (Ha): 0.2584
Energy (hartree): -2553.2970

- Number 2 is which compound?
  C46H42HfN8Si

- The lowest LUMO level belongs to which entry?
  C46H42HfN8Si

- The lowest frontier orbital gap belongs to which entry?
  C46H42HfN8Si